Entry from OMol25: a molecular structure, C34H55ClHgN3OP2 at a distorted geometry (ωB97M-V/def2-TZVPD).

The spin multiplicity is 1. The charge is +1. The HOMO-LUMO gap is 5.61 eV. For the energy above the lowest of the compared OMol25 structures with the same formula, charge and spin, the calculation gives 0.0000 eV.

XYZ file:
```
97
Properties=species:S:1:pos:R:3:forces:R:3:lowdin_charge:R:1
C 2.5316 -1.9041 0.9202 0.7274 0.1571 0.9883 -0.3847
C 1.8475 -0.2689 2.4705 -0.4692 0.5135 -0.3800 -0.3687
C 3.6613 -2.2223 1.6849 -0.4196 -0.5448 -1.0730 -0.0676
C 2.8958 -0.6634 3.3514 0.5490 -0.4740 -0.0194 -0.0395
C 3.7912 -1.6396 2.9561 -0.5469 0.6223 0.1651 -0.0727
H 4.3798 -2.9434 1.2844 -0.2027 0.2352 0.3077 0.1039
H 2.9658 -0.1582 4.3125 0.1248 -0.1715 -0.1706 0.1087
H 4.5970 -1.9510 3.6153 -0.0872 0.1003 -0.0911 0.1076
N 1.6339 -1.0197 1.3465 -0.0318 0.0460 0.0518 -0.0190
P 0.5175 -2.5587 -0.9043 0.0457 -0.6063 0.4004 1.0405
P -0.2218 1.6036 1.7856 0.2800 -0.4647 1.3421 1.0293
C 2.3091 -2.5017 -0.4655 0.1197 0.5546 -0.0051 -0.2344
H 2.7968 -1.8415 -1.1975 -0.1456 -0.1022 0.2527 0.0777
H 2.8141 -3.4745 -0.5500 -0.3884 0.2382 -0.0310 0.0913
C 1.0980 0.9060 2.6893 -0.1550 -1.0711 0.9892 -0.3366
H 1.3796 1.4467 3.6011 -0.0885 -0.1270 -0.2670 0.0680
C 0.5573 3.3964 1.6481 -0.7392 -0.4366 -0.2604 -0.6358
C -1.8068 1.6944 2.9031 0.5504 0.2241 -0.5591 -0.6762
C 0.3546 -2.4559 -2.7774 -0.1751 -0.2982 -0.1335 -0.6700
C -0.0424 -4.1581 -0.1063 -0.1943 -0.0614 -0.3064 -0.6869
C -0.0729 4.0065 0.3949 0.0965 0.4999 0.0111 -0.1119
H -1.1690 4.0666 0.4654 0.3192 0.0205 -0.0069 0.0673
H 0.3158 5.0268 0.2497 -0.1405 -0.1370 -0.1032 0.0951
H 0.1817 3.4076 -0.4887 -0.1686 0.1909 0.2746 0.0276
C 0.3184 4.2574 2.8959 -0.0116 0.2120 -0.0322 -0.0875
H -0.7369 4.4697 3.0928 0.3519 -0.0458 0.0026 0.0592
H 0.7759 3.8092 3.7887 -0.1665 0.0721 -0.2508 0.0845
H 0.8187 5.2268 2.7417 -0.1075 -0.1970 -0.0087 0.0953
C 2.0783 3.2847 1.4952 -0.0024 -0.0537 0.0039 -0.1059
H 2.4922 4.2966 1.3714 -0.1247 -0.1492 -0.0384 0.0954
H 2.5412 2.8356 2.3818 -0.1339 0.1698 -0.3037 0.0811
H 2.3677 2.6823 0.6301 -0.0088 0.0822 0.3479 0.0364
C -2.7288 2.7791 2.3205 -0.2261 0.0014 0.1926 -0.0979
H -2.9532 2.6058 1.2581 0.0711 0.0003 0.2394 0.0558
H -3.6825 2.7543 2.8662 0.0965 0.0424 -0.1292 0.0917
H -2.3243 3.7927 2.4286 -0.1583 -0.3460 -0.0776 0.0588
C -2.5265 0.3388 2.8042 0.1439 0.1168 -0.0320 -0.1498
H -2.7158 0.0645 1.7577 -0.0440 0.0786 0.3189 0.0021
H -1.9484 -0.4614 3.2836 -0.0064 0.1208 -0.0577 0.0790
H -3.4994 0.4079 3.3152 0.2302 -0.0530 -0.0936 0.0951
C -1.4875 1.9610 4.3766 -0.1976 0.0387 0.1414 -0.0907
H -1.0182 2.9361 4.5509 -0.1537 -0.3678 -0.0354 0.0589
H -2.4411 1.9519 4.9279 0.2422 -0.0024 -0.0127 0.0915
H -0.8466 1.1719 4.7948 -0.1300 0.2340 -0.1580 0.0823
C -1.5270 -4.3804 -0.4526 -0.1764 -0.1001 -0.0570 -0.0976
H -1.8112 -5.4050 -0.1672 0.0459 0.2742 -0.0273 0.1013
H -2.1825 -3.6944 0.1030 0.3538 -0.1849 -0.2284 0.0042
H -1.7463 -4.2707 -1.5238 0.0875 -0.0626 0.2914 0.0612
C 0.1102 -4.0414 1.4273 0.0699 0.1096 -0.0105 -0.0874
H 1.1663 -3.9631 1.7232 -0.3107 -0.0094 -0.0434 0.0828
H -0.4304 -3.1788 1.8476 0.1415 -0.2322 -0.1571 0.0528
H -0.3048 -4.9547 1.8854 0.1091 0.2763 -0.1869 0.1017
C 0.8065 -5.3486 -0.5760 -0.0345 -0.3585 -0.0307 -0.0825
H 0.4452 -6.2448 -0.0466 0.1700 0.2260 -0.1414 0.0989
H 0.7153 -5.5450 -1.6506 0.0123 0.0129 0.4167 0.0606
H 1.8708 -5.2262 -0.3297 -0.3635 -0.0845 -0.0357 0.0782
C 1.5500 -1.6689 -3.3569 -0.0324 0.0143 0.0330 -0.1027
H 2.4875 -2.2384 -3.2769 -0.2736 0.1919 -0.0288 0.0901
H 1.3618 -1.4899 -4.4280 0.0212 -0.0650 0.3131 0.1000
H 1.6780 -0.6916 -2.8668 -0.0563 -0.3729 -0.1326 0.0400
C -0.9493 -1.6992 -3.1259 0.0324 -0.0145 0.0051 -0.1082
H -0.9512 -0.6826 -2.7121 0.0596 -0.1529 -0.0419 0.0482
H -1.0208 -1.6093 -4.2203 -0.0007 -0.0763 0.2650 0.0939
H -1.8586 -2.2058 -2.7689 0.2963 0.0443 -0.0414 0.0747
C 0.3225 -3.8518 -3.4282 0.0594 -0.0158 -0.3831 -0.0904
H 1.2539 -4.4091 -3.2588 -0.2520 0.1920 -0.0204 0.0852
H -0.5285 -4.4675 -3.1070 0.3072 0.2347 -0.0705 0.0716
H 0.2283 -3.7209 -4.5172 0.0117 0.0077 0.2424 0.0975
Hg -0.5717 -0.6703 0.2502 0.4042 0.8233 0.3695 0.8964
C -3.4962 -2.8936 1.9463 -2.7489 1.2170 1.4208 0.0558
O -4.4781 -2.4670 2.3641 2.5973 -1.1934 -1.0652 0.0601
N 0.9948 0.8226 -0.8605 2.1031 2.2880 -1.2260 0.1240
C 1.6651 1.6849 -1.2777 -1.4947 -1.9078 -1.5792 -0.1159
C 2.3149 2.5721 -2.3409 0.1076 0.3166 0.7385 -0.5706
C 3.3181 3.4682 -1.6281 0.3249 0.3269 0.0317 -0.0523
C 3.0186 1.7121 -3.3928 -0.0130 -0.5667 0.0257 -0.0440
C 1.2283 3.4006 -3.0322 -0.5532 0.0149 -0.0393 -0.0376
H 2.8095 4.1598 -0.9487 0.1683 -0.1060 -0.1705 0.0736
H 4.0180 2.8587 -1.0445 -0.0260 0.2114 -0.1038 0.1024
H 3.8844 4.0511 -2.3630 -0.1019 -0.1026 0.1209 0.1006
H 2.2865 1.1270 -3.9670 0.2457 0.1065 0.1708 0.0786
H 3.5567 2.3550 -4.1038 -0.1732 -0.0642 0.3276 0.1020
H 3.7400 1.0303 -2.9235 -0.1247 0.1188 -0.1879 0.0991
H 1.6579 4.0063 -3.8431 0.0704 -0.2090 0.3118 0.1040
H 0.4713 2.7416 -3.4839 0.1758 0.1809 0.1332 0.0950
H 0.7273 4.0757 -2.3300 0.1213 -0.0982 -0.2108 0.0727
Cl -6.2035 -1.8976 -1.4273 -0.2799 -0.1509 0.0132 0.7294
C -5.0889 -0.6064 -1.2894 0.6501 0.2918 0.1991 -0.6531
C -5.3406 0.6448 -1.8469 0.4444 0.1138 0.1115 -0.0572
C -4.3437 1.6175 -1.7608 0.1620 -0.3349 0.2268 -0.0289
C -3.1402 1.3001 -1.1283 -0.0133 -0.1725 -0.0801 -0.1487
N -2.9144 0.1066 -0.5659 -0.6688 -0.4202 -0.3963 -0.0248
C -3.8792 -0.8358 -0.6326 0.3004 0.7946 -0.4090 -0.1736
H -6.2769 0.8376 -2.3520 -0.0091 0.0072 0.0122 0.1176
H -4.4655 2.6107 -2.1788 -0.1221 -0.1647 -0.0134 0.1156
H -2.3133 2.0196 -1.0967 -0.3004 -0.2483 0.1153 0.1049
H -3.6635 -1.8031 -0.1861 -0.0489 0.2111 -0.1693 0.0526
```
Forces are in eV/Å.



Entry from OMol25: a molecular structure, C34H55ClN3OP2Pt at a distorted geometry (ωB97M-V/def2-TZVPD).

The spin multiplicity is 5. The charge is +3. The HOMO-LUMO gap (alpha / beta) is 6.19 / 5.93 eV.

XYZ file:
```
97
Properties=species:S:1:pos:R:3:forces:R:3:lowdin_charge:R:1
C 0.6757 -2.7488 1.6045 -0.4202 0.2279 -0.2663 -0.2862
C 2.0228 -0.8027 1.6599 -0.3964 -0.6267 0.5927 -0.2822
C 1.4727 -3.3964 2.5417 0.3610 -0.0227 0.2730 0.0356
C 2.8024 -1.4237 2.6717 0.2097 0.5304 -0.1384 0.0354
C 2.5388 -2.7088 3.1089 -0.3489 -0.3998 0.0841 0.0191
H 1.2006 -4.4108 2.8207 0.3017 0.1242 0.0320 0.1438
H 3.6121 -0.8440 3.1026 0.0851 -0.2310 -0.0822 0.1347
H 3.1427 -3.1907 3.8751 -0.0502 0.2361 -0.1308 0.1422
N 0.8730 -1.4669 1.2761 1.2292 -0.6215 -0.0750 -0.0378
P -1.7532 -2.4809 0.2160 -0.3271 -1.6204 -0.2753 1.0942
P 2.1939 1.7387 0.0004 1.1185 2.0605 0.1359 1.2520
C -0.4235 -3.5437 0.9118 0.5167 0.2164 0.2678 -0.2224
H 0.0358 -4.1424 0.1096 -0.0196 0.3512 0.2046 0.0991
H -0.8308 -4.2835 1.6121 -0.0049 0.2824 -0.1535 0.0913
C 2.5372 0.4229 1.1218 -0.4718 0.1943 2.5387 -0.1907
H 3.2717 0.8265 1.8438 -0.0342 -0.2579 -0.4841 0.1007
C 3.9926 2.2416 -0.5613 0.0522 -0.1779 -0.2451 -0.6027
C 1.3512 3.3680 0.6363 -0.8845 0.2338 0.2100 -0.6256
C -2.1009 -3.1219 -1.5427 -0.1108 0.0652 -0.1478 -0.6613
C -3.1398 -2.8195 1.4703 -0.3543 0.4467 -0.0251 -0.6538
C 3.8320 2.3721 -2.0836 -0.0349 0.0344 -0.2068 -0.0771
H 3.2288 3.2478 -2.3609 0.1678 -0.2040 0.0528 0.0892
H 4.8202 2.4728 -2.5589 -0.2941 -0.0039 0.1368 0.1166
H 3.3363 1.4800 -2.4908 0.2181 0.2867 -0.0394 0.0370
C 4.6176 3.5171 0.0308 -0.1001 0.2920 0.2129 -0.0622
H 4.0380 4.4340 -0.1143 0.2890 -0.3201 0.0592 0.0718
H 4.8404 3.4049 1.1010 -0.0243 0.0216 -0.3472 0.0922
H 5.5836 3.6728 -0.4791 -0.3086 -0.1818 0.0858 0.1215
C 4.9593 1.1034 -0.2118 -0.0208 -0.2458 0.1298 -0.0939
H 5.8701 1.1781 -0.8294 -0.3659 0.0481 0.2176 0.1186
H 5.2699 1.1539 0.8404 -0.0538 -0.0082 -0.2622 0.0995
H 4.5036 0.1240 -0.3805 0.3219 0.1595 0.0673 0.0330
C 1.4198 4.4622 -0.4463 0.3597 -0.2292 -0.3948 -0.0577
H 0.8164 4.1825 -1.3214 0.0691 0.0841 0.2146 0.0844
H 0.9955 5.3887 -0.0276 0.1291 -0.3626 -0.0454 0.1199
H 2.4290 4.6892 -0.7983 -0.3701 0.0131 0.0906 0.0580
C -0.1396 3.1562 0.9108 -0.2744 -0.1896 -0.0484 -0.1051
H -0.6401 2.7068 0.0475 0.0177 0.1837 0.1993 0.0419
H -0.3176 2.5399 1.7957 0.0770 0.0615 -0.0538 0.0711
H -0.6108 4.1379 1.0901 0.2484 -0.3485 -0.0038 0.1198
C 2.0177 3.7602 1.9550 0.5882 -0.1880 0.2006 -0.0559
H 3.0807 3.9881 1.8458 -0.3349 0.0341 0.1203 0.0639
H 1.5208 4.6578 2.3537 0.0321 -0.2557 -0.1741 0.1227
H 1.9102 2.9560 2.6948 -0.0262 0.2248 -0.0383 0.0931
C -4.3625 -1.9621 1.1024 -0.1240 -0.0139 -0.0222 -0.0639
H -5.1857 -2.2221 1.7875 0.2382 0.1548 -0.2504 0.1155
H -4.1572 -0.8907 1.2172 -0.1179 -0.2026 -0.0229 0.0644
H -4.7116 -2.1502 0.0754 0.0801 0.0351 0.3278 0.0809
C -2.6456 -2.4515 2.8804 0.1247 0.1034 -0.0409 -0.0637
H -1.7596 -3.0279 3.1747 -0.1928 0.1011 0.0183 0.0835
H -2.4277 -1.3856 2.9820 -0.0007 -0.1540 0.0844 0.0624
H -3.4457 -2.6972 3.5953 0.2526 0.1249 -0.2263 0.1159
C -3.5506 -4.3042 1.5045 -0.0809 -0.2664 -0.2409 -0.0639
H -4.1640 -4.4656 2.4043 0.2419 0.1417 -0.2132 0.1134
H -4.1685 -4.5977 0.6504 0.2224 0.1095 0.2987 0.0740
H -2.6964 -4.9884 1.5693 -0.2242 0.0569 0.0141 0.0846
C -0.7928 -3.6566 -2.1457 0.0649 0.0377 0.0282 -0.0963
H -0.5075 -4.6388 -1.7412 -0.0733 0.2932 -0.1523 0.0971
H -0.9298 -3.7783 -3.2324 0.0014 0.0381 0.3604 0.1157
H 0.0281 -2.9426 -1.9928 -0.1881 -0.2072 -0.0196 0.0335
C -2.5560 -1.9250 -2.3905 0.0273 0.0887 0.0016 -0.0967
H -1.7923 -1.1393 -2.3795 -0.2092 -0.1791 -0.1819 0.0373
H -2.6890 -2.2597 -3.4302 -0.0687 0.1078 0.3239 0.1111
H -3.5040 -1.5011 -2.0314 0.1723 -0.0741 -0.1221 0.0878
C -3.1709 -4.2132 -1.6121 -0.1598 -0.2504 -0.0424 -0.0686
H -2.8992 -5.1095 -1.0392 -0.1012 0.2472 -0.1597 0.0940
H -4.1596 -3.8545 -1.2966 0.3057 -0.1294 -0.0836 0.0835
H -3.2656 -4.5194 -2.6658 0.0602 0.1033 0.2717 0.1137
Pt -0.5208 -0.4215 0.0050 -0.5250 -0.6046 -0.1317 1.1092
C -1.6854 0.3658 1.2177 -3.6346 3.1286 3.9777 -0.3451
O -2.4439 0.8699 1.9463 2.4931 -1.8885 -2.4775 0.1480
N 1.1394 -0.6359 -1.1547 5.5237 0.7855 -0.7752 -0.0195
C 2.3465 -0.5978 -1.2780 -5.3510 -2.3744 -2.4698 -0.0763
C 3.1671 -1.3505 -2.4159 1.5674 -0.0201 -0.3450 -0.5277
C 4.6753 -1.3211 -2.2725 0.5849 0.1439 -0.0385 -0.0561
C 2.7762 -2.8249 -2.3797 -0.6987 -0.4427 0.4692 -0.0332
C 2.7839 -0.7271 -3.7626 -0.4899 0.5823 -0.1423 -0.0222
H 5.1009 -0.3218 -2.3931 -0.0910 -0.1976 0.0484 0.0759
H 5.0063 -1.7542 -1.3226 0.0201 0.0604 -0.1553 0.1070
H 5.0945 -1.9405 -3.0788 -0.1410 0.1962 0.2371 0.1181
H 1.7716 -2.9877 -2.7813 0.2052 0.0726 0.1522 0.0697
H 3.4690 -3.4118 -2.9991 -0.1211 0.3516 0.2076 0.1172
H 2.8309 -3.2089 -1.3522 -0.0339 -0.0908 -0.2496 0.1019
H 2.9414 -1.4563 -4.5694 0.0822 0.0959 0.3422 0.1195
H 1.7245 -0.4349 -3.7806 0.2468 -0.1358 -0.1226 0.0871
H 3.3961 0.1554 -3.9876 -0.1924 -0.2720 -0.0076 0.0873
Cl -4.9045 2.4391 -2.4851 0.0821 0.0304 -0.0318 0.7865
C -3.2120 2.1729 -2.4961 0.0587 -0.1459 0.3988 -0.6231
C -2.3906 2.7725 -3.4509 0.2899 -0.2316 0.2796 -0.0216
C -1.0221 2.5068 -3.3908 0.0989 -0.1825 0.2616 -0.0091
C -0.5322 1.6318 -2.4219 -0.6017 0.0044 -0.0990 -0.1552
N -1.3469 1.0435 -1.5234 -0.6819 0.6147 -0.5552 -0.1192
C -2.6669 1.3376 -1.5125 0.6483 0.2930 -1.0440 -0.1593
H -2.8242 3.4254 -4.2018 0.1103 -0.0704 0.0662 0.1347
H -0.3104 2.9529 -4.0797 -0.2680 0.0035 -0.0120 0.1277
H 0.5306 1.3773 -2.3653 -0.4494 0.0859 -0.0947 0.0711
H -3.3220 0.8840 -0.7704 0.2558 0.0240 -0.1281 0.1038
```
Forces are in eV/Å.



Q: What is the charge in the second record?
A: +3